No. 1
Entry from the OMol25 dataset: a cluster of 12 separate species, C26H71N5O31S7 in total at a distorted geometry (ωB97M-V/def2-TZVPD).

Cartesian coordinates (Å):
C  -2.83  31.89  11.43
N  -3.14  33.21  10.83
O  -2.74  34.17  11.51
O  -3.83  33.26  9.81
H  -2.85  32.00  12.51
H  -1.85  31.77  10.98
H  -3.45  31.08  11.02
C  -5.88  31.03  7.28
N  -5.68  29.89  8.25
O  -5.70  30.18  9.37
O  -5.46  28.76  7.80
H  -6.82  31.57  7.38
H  -5.81  30.45  6.36
H  -4.98  31.65  7.36
C  -11.44  35.01  11.24
N  -11.34  33.69  10.62
O  -12.01  33.45  9.61
O  -10.53  32.89  11.15
H  -10.63  35.31  11.91
H  -12.36  34.87  11.81
H  -11.44  35.74  10.43
C  -9.77  33.84  18.86
N  -8.36  33.48  19.18
O  -7.97  32.35  18.89
O  -7.79  34.30  19.98
H  -10.32  33.11  19.45
H  -10.08  33.71  17.83
H  -9.87  34.88  19.18
C  -9.28  27.26  11.76
N  -8.18  26.27  12.09
O  -7.63  26.55  13.13
O  -7.77  25.37  11.35
H  -8.95  28.26  12.07
H  -10.26  27.12  12.21
H  -9.37  27.35  10.68
O  -6.66  31.96  15.01
S  -7.94  31.25  15.28
O  -9.11  32.06  15.47
O  -8.28  30.31  13.93
C  -7.13  30.09  13.05
C  -7.16  31.30  12.09
C  -7.78  29.95  16.47
H  -7.27  29.20  12.44
H  -6.18  29.83  13.53
H  -7.09  32.23  12.64
H  -8.10  31.41  11.55
H  -6.29  31.31  11.44
H  -7.71  30.45  17.43
H  -6.90  29.34  16.28
H  -8.62  29.25  16.39
O  -9.57  25.33  15.29
S  -9.98  24.74  16.59
O  -10.94  23.63  16.60
O  -8.72  24.43  17.68
C  -8.23  23.05  17.57
C  -6.97  22.82  18.43
C  -10.72  26.10  17.51
H  -8.03  22.83  16.52
H  -8.91  22.27  17.92
H  -7.18  22.90  19.49
H  -6.28  23.66  18.33
H  -6.56  21.86  18.11
H  -11.64  26.45  17.04
H  -9.95  26.87  17.51
H  -10.79  25.77  18.55
O  -10.27  28.23  7.39
S  -10.13  29.68  7.20
O  -8.95  30.16  6.48
O  -11.60  30.23  6.65
C  -11.55  31.52  6.17
C  -12.42  31.52  4.88
C  -10.29  30.51  8.80
H  -10.57  31.84  5.82
H  -11.83  32.27  6.91
H  -12.34  30.63  4.25
H  -12.42  32.44  4.30
H  -13.47  31.33  5.08
H  -11.22  30.22  9.30
H  -10.26  31.59  8.61
H  -9.55  30.19  9.53
O  -7.17  26.70  16.80
S  -5.81  26.45  16.22
O  -5.15  27.52  15.47
O  -4.86  26.02  17.48
C  -4.43  27.02  18.34
C  -3.70  26.37  19.48
C  -5.81  24.95  15.24
H  -5.23  27.72  18.60
H  -3.65  27.62  17.88
H  -3.19  27.03  20.19
H  -3.09  25.56  19.11
H  -4.34  25.78  20.13
H  -5.84  24.10  15.92
H  -4.91  24.93  14.63
H  -6.80  24.96  14.79
O  -2.03  31.30  18.29
S  -2.70  32.23  17.42
O  -3.39  33.41  17.93
O  -1.73  32.77  16.18
C  -0.62  32.01  15.73
C  -0.22  32.14  14.29
C  -3.85  31.25  16.49
H  -0.88  30.98  15.97
H  0.26  32.32  16.31
H  0.42  33.01  14.14
H  -1.01  32.22  13.54
H  0.24  31.19  14.02
H  -4.16  31.93  15.69
H  -4.75  31.05  17.06
H  -3.34  30.36  16.13
O  -6.44  34.40  11.54
S  -6.18  35.79  12.09
O  -5.98  36.87  11.09
O  -7.42  36.13  13.17
C  -7.92  35.10  14.01
C  -9.12  35.82  14.66
C  -4.73  35.82  13.17
H  -7.32  34.79  14.87
H  -8.03  34.14  13.50
H  -9.81  36.18  13.89
H  -8.74  36.60  15.31
H  -9.67  35.12  15.29
H  -3.86  36.19  12.64
H  -4.66  34.75  13.36
H  -5.00  36.43  14.03
O  -12.33  29.06  20.04
S  -11.95  30.31  19.45
O  -10.56  30.80  19.57
O  -12.36  30.18  17.78
C  -11.74  31.06  16.88
C  -11.92  30.45  15.44
C  -13.16  31.66  19.89
H  -10.67  31.22  17.03
H  -12.32  31.96  17.11
H  -12.99  30.42  15.21
H  -11.51  29.45  15.32
H  -11.47  31.02  14.63
H  -12.70  32.60  20.21
H  -13.63  31.22  20.77
H  -13.68  31.86  18.96

Values from the calculation:
ΔE to the lowest compared entry with this formula, charge and spin ... 123.7 kcal/mol
Calculated total energy ... -174860.6810 eV
SMILES string ... CCOS(C)(=O)=O.CCOS(C)(=O)=O.CCOS(C)(=O)=O.CCOS(C)(=O)=O.CCOS(C)(=O)=O.CCOS(C)(=O)=O.CCOS(C)(=O)=O.C[N+](=O)[O-].C[N+](=O)[O-].C[N+](=O)[O-].C[N+](=O)[O-].C[N+](=O)[O-]
F_max ... 5.411 eV/A
LUMO energy ... -0.517 eV

=====

No. 2
Entry from the OMol25 dataset: a structure of composition C22H26AgNO2P at a distorted geometry (ωB97M-V/def2-TZVPD).

Cartesian coordinates (Å):
Ag  -0.36  -1.50  0.29
N  2.14  -1.13  -1.21
C  2.63  -0.07  -0.49
C  3.91  -0.18  0.09
C  4.45  0.79  0.86
C  3.72  1.99  1.04
C  2.43  2.10  0.58
C  1.85  1.03  -0.15
P  0.01  0.86  -0.30
C  -0.47  0.92  -2.12
C  0.27  1.61  -3.06
C  -0.29  1.79  -4.34
C  -1.44  1.10  -4.71
C  -2.14  0.38  -3.74
C  -1.63  0.27  -2.48
C  -0.71  2.35  0.42
C  -0.87  3.52  -0.29
C  -1.32  4.71  0.34
C  -1.47  4.64  1.74
C  -1.36  3.48  2.46
C  -1.01  2.36  1.80
H  2.87  -1.79  -1.49
H  1.49  -0.87  -1.87
H  4.58  -1.04  -0.11
H  5.44  0.62  1.30
H  4.19  2.81  1.61
H  1.84  2.92  0.93
H  1.19  2.12  -2.76
H  0.24  2.39  -5.03
H  -1.87  1.35  -5.65
H  -3.06  -0.03  -3.98
H  -2.11  -0.43  -1.75
H  -0.69  3.55  -1.38
H  -1.45  5.65  -0.24
H  -1.73  5.58  2.27
H  -1.57  3.45  3.52
H  -0.88  1.40  2.33
C  -3.38  -2.92  1.16
O  -2.17  -3.19  0.48
C  -1.65  -4.45  0.76
C  -0.62  -4.31  1.83
O  0.44  -3.40  1.35
C  1.39  -3.22  2.34
H  -4.11  -3.49  0.59
H  -3.58  -1.85  1.09
H  -3.31  -3.17  2.22
H  -1.23  -4.91  -0.17
H  -2.43  -5.08  1.16
H  -0.11  -5.28  2.05
H  -1.01  -3.93  2.78
H  1.64  -4.18  2.85
H  1.00  -2.60  3.12
H  2.30  -2.73  1.96

Values from the calculation:
Total charge ... +1
Calculated total energy ... -42102.3286 eV
F_max ... 3.257 eV/A
LUMO energy ... -2.133 eV

=====

No. 3
Entry from the OMol25 dataset: a cluster of 4 separate species, C4H14O3 in total at a distorted geometry (ωB97M-V/def2-TZVPD).

Cartesian coordinates (Å):
C  -0.54  -0.05  1.01
C  -1.82  -0.82  0.82
C  -1.81  -2.06  0.33
C  -3.09  -0.12  1.18
H  -0.62  1.04  1.02
H  0.02  -0.31  1.92
H  0.09  -0.38  0.18
H  -2.56  -2.79  0.59
H  -0.86  -2.50  0.03
H  -3.11  0.47  2.10
H  -3.53  0.53  0.42
H  -3.89  -0.86  1.34
H  2.43  1.29  0.99
H  2.10  1.25  -0.49
O  2.59  1.77  0.17
H  4.07  0.74  -1.06
H  4.14  0.86  -2.57
O  4.51  0.38  -1.83
H  -0.04  0.86  -2.21
H  1.08  -0.10  -2.10
O  0.84  0.80  -1.83

Values from the calculation:
ΔE to the lowest compared entry with this formula, charge and spin ... 28.9 kcal/mol
Calculated total energy ... -10516.6781 eV
SMILES string ... C=C(C)C.O.O.O
F_max ... 2.087 eV/A
LUMO energy ... 0.327 eV

=====

No. 4
Entry from the OMol25 dataset: a cluster of 2 separate species, C3H8OS2 in total at a distorted geometry (ωB97M-V/def2-TZVPD).

Cartesian coordinates (Å):
C  -0.01  -0.68  2.76
S  0.37  -0.26  1.04
S  -0.07  -2.12  0.15
H  0.73  -1.38  3.14
H  0.04  0.25  3.31
H  -1.00  -1.13  2.79
H  0.33  -1.72  -1.06
O  0.31  1.58  -2.83
C  -0.14  1.44  -1.72
C  -0.62  2.56  -0.84
H  -0.41  0.40  -1.45
H  -1.68  2.34  -0.68
H  -0.11  2.58  0.11
H  -0.51  3.52  -1.34

Values from the calculation:
ΔE to the lowest compared entry with this formula, charge and spin ... 17.8 kcal/mol
Calculated total energy ... -26957.8360 eV
SMILES string ... CC=O.CSS
F_max ... 1.398 eV/A
LUMO energy ... 0.263 eV

=====

No. 5
Entry from the OMol25 dataset: a cluster of 2 separate species, CH3ClNO in total at a distorted geometry (ωB97M-V/def2-TZVPD).

Cartesian coordinates (Å):
C  -0.83  -0.25  0.44
N  -2.03  -0.27  0.92
O  1.00  1.40  0.37
Cl  -3.26  0.31  -0.17
H  -0.59  -0.10  -0.60
H  1.18  1.28  -0.57
H  -0.07  -0.61  1.10

Values from the calculation:
ΔE to the lowest compared entry with this formula, charge and spin ... 109.3 kcal/mol
Total charge ... -1
Calculated total energy ... -17143.9153 eV
F_max ... 1.473 eV/A
LUMO energy ... 3.866 eV

=====

No. 6
Entry from the OMol25 dataset: a structure of composition C4H4O3 (ωB97M-V/def2-TZVPD).

Cartesian coordinates (Å):
C  -1.78  0.11  -0.25
C  -0.41  -0.18  -0.36
O  -0.04  -0.25  -1.59
C  0.60  -0.23  0.76
O  0.26  -0.41  1.91
C  2.06  0.12  0.46
O  2.39  0.77  -0.50
H  -2.18  0.58  0.64
H  -2.44  -0.61  -0.73
H  -1.23  0.29  -1.60
H  2.76  -0.21  1.25

Values from the calculation:
ΔE to the lowest compared entry with this formula, charge and spin ... 101.9 kcal/mol
Calculated total energy ... -10350.7940 eV
F_max ... 0.633 eV/A
LUMO energy ... -1.572 eV

=====

Q: What is the formula in the fourth record?
A: C3H8OS2

=====

Q: Look up the F_max of the second one.
A: 3.257 eV/A

=====

Q: Look up the LUMO energy of the first one.
A: -0.517 eV

=====

Q: Which of these has the lowest LUMO energy?
A: C22H26AgNO2P